1.
Computed, not measured: a 2-piece molecular cluster, C4H13ClN2Si overall at a distorted geometry, with ωB97M-V/def2-TZVPD.

F_max in Eh/bohr: 0.0622
Total energy in eV: -27736.608
LUMO (spin up / spin down) in eV: -0.25 / -0.15
Gap between HOMO and LUMO (spin up / spin down) in eV: 6.6 / 9.1
ΔE to the lowest compared entry with this formula, charge and spin in kJ/mol: 422.8
HOMO (spin up / spin down) in hartree: -0.25316 / -0.34020

ORCA input file:
```
! RIJCOSX wB97M-V def2-TZVPD def2/J DEFGRID3
* xyz 0 1
C -1.9697 -2.5555 -0.1399
C 0.7531 1.5877 0.7850
C 1.2995 1.7488 -1.4798
C -0.5241 -2.1669 -0.0888
N -2.8296 1.5062 0.8118
N 0.5739 0.9597 -0.5246
Si -0.5245 -0.3130 -0.7473
Cl -0.8008 -0.2440 -2.7961
H -2.4516 -2.3657 -1.1063
H -2.2681 -3.5704 -0.0454
H -2.6381 -2.0800 0.4732
H 0.2838 2.6600 0.8053
H 0.1751 0.8393 1.4491
H 1.8520 1.5047 1.1503
H 2.3525 2.0900 -1.1326
H 1.5260 1.2967 -2.4897
H 0.8215 2.7792 -1.6361
H -0.0489 -2.7942 -0.8592
H -0.0652 -2.2971 0.8444
H -3.3353 1.5054 -0.1542
H -3.4113 0.7709 1.3090
*
```

Mulliken analysis output, partial charges in e:
1 C -1.427
2 C -0.989
3 C -0.943
4 C -0.351
5 N -0.523
6 N 0.340
7 Si 0.122
8 Cl -0.286
9 H 0.325
10 H 0.388
11 H 0.430
12 H 0.275
13 H 0.278
14 H 0.364
15 H 0.280
16 H 0.310
17 H 0.316
18 H 0.259
19 H 0.445
20 H 0.194
21 H 0.192



2.
Computed, not measured: an isolated ion of composition C5H11N3P and charge +1 at a distorted geometry, with ωB97M-V/def2-TZVPD.

F_max in Eh/bohr: 0.1507
Total energy in eV: -19111.465
LUMO in eV: -3.46
Gap between HOMO and LUMO in eV: 8.8
ΔE to the lowest compared entry with this formula, charge and spin in kJ/mol: 289.9
HOMO in hartree: -0.44950

ORCA input file:
```
! RIJCOSX wB97M-V def2-TZVPD def2/J DEFGRID3
* xyz 1 1
C 3.5647 -0.8578 0.5296
P 2.7980 0.6500 -0.2192
C 0.9965 0.3481 0.0209
C -0.1296 -1.1398 -0.3193
N -1.2917 -0.5236 -0.1072
N -2.4929 -1.1308 0.0014
C -1.2259 0.8637 -0.0058
C -2.3564 1.8969 0.1246
N 0.0537 1.2296 0.1304
H 3.0856 -1.7077 0.1749
H 3.5716 -0.7591 1.6891
H 4.4675 -1.0218 0.0457
H 2.7479 0.3204 -1.5408
H 0.1248 -2.1026 -0.6344
H -2.8066 -1.5198 -0.8675
H -3.1830 -0.4922 0.4133
H -1.7538 2.7362 0.3155
H -2.8636 1.8372 -0.8336
H -2.8091 1.6817 1.0885
H 0.4395 2.1306 0.3606
*
```

Mulliken analysis output, partial charges in e:
1 C -0.991
2 P -0.010
3 C -0.069
4 C -0.023
5 N 0.448
6 N -0.989
7 C 0.396
8 C -1.303
9 N -0.058
10 H 0.342
11 H 0.269
12 H 0.421
13 H 0.059
14 H 0.421
15 H 0.272
16 H 0.272
17 H 0.304
18 H 0.366
19 H 0.487
20 H 0.385



3.
Computed, not measured: C12H26AsBrN3O10P2SSm as an isolated structure at a distorted geometry, with ωB97M-V/def2-TZVPD.

F_max in Eh/bohr: 0.1154
Total energy in eV: -216018.956
LUMO (spin up / spin down) in eV: -0.24 / -0.24
Gap between HOMO and LUMO (spin up / spin down) in eV: 8.1 / 8.1
Expectation value of S²: 8.7582
ΔE to the lowest compared entry with this formula, charge and spin in kJ/mol: 274.3
HOMO (spin up / spin down) in hartree: -0.30747 / -0.30774

ORCA input file:
```
! RIJCOSX wB97M-V def2-TZVPD def2/J DEFGRID3
* xyz 0 6
Sm 0.0149 0.3627 -0.2653
O 0.6960 2.8375 1.2307
P -0.8897 2.6402 1.3624
O -1.5392 3.4295 2.3985
O -1.1031 1.1267 1.3232
O -1.3566 3.1582 -0.1574
P -0.6310 2.8254 -1.5537
O -1.5232 1.5815 -2.0945
O -0.6250 3.9457 -2.4873
O 0.6859 2.1074 -1.2081
H 0.7403 2.5755 0.2729
H -2.2721 1.9123 -2.6052
Br 3.5239 1.7586 1.1555
C 2.5977 0.7981 2.4833
C 3.0692 0.7795 3.7893
C 2.3504 0.0566 4.7229
C 1.2062 -0.6220 4.3263
C 0.8312 -0.5418 2.9999
N 1.5109 0.1604 2.0877
C -0.3469 -1.2680 2.4238
O -1.2776 -1.5636 3.2817
O -0.3491 -1.5685 1.2367
H 3.9618 1.3273 4.0518
H 2.6842 0.0159 5.7508
H 0.6198 -1.2081 5.0187
N -3.9593 -2.2854 2.5143
C -4.4218 -1.6529 1.2538
C -3.2022 -0.9986 0.5984
N -3.3828 -0.2590 -0.6390
H -4.4759 -1.9401 3.3135
H -2.1654 -1.8927 2.8813
H -4.0876 -3.2887 2.4884
H -5.1846 -0.9010 1.4627
H -4.8626 -2.4047 0.5959
H -2.4759 -1.7827 0.4042
H -2.7983 -0.2981 1.3231
H -4.0637 0.4822 -0.5256
H -3.6819 -0.8653 -1.3923
C -0.6542 -2.2376 -2.1928
O -0.3144 -0.9341 -1.8695
H -1.5150 -2.5988 -1.6101
H 0.1832 -2.9279 -2.0085
H -0.9308 -2.3193 -3.2554
C 3.4218 1.6534 -2.4049
As 2.4298 -0.0291 -2.4253
C 3.8196 -1.0976 -3.3199
C 1.2231 0.2277 -3.9324
S 2.3794 -1.0387 -0.5572
H 3.6837 1.8692 -3.4397
H 4.3221 1.5330 -1.8069
H 2.8148 2.4555 -2.0014
H 4.1108 -0.6767 -4.2822
H 3.4566 -2.1154 -3.4509
H 4.6760 -1.1185 -2.6488
H 1.7884 0.8193 -4.6515
H 0.3203 0.7389 -3.6183
H 0.9681 -0.7434 -4.3475
*
```

Mulliken analysis output, partial charges in e:
1 Sm 0.531
2 O -0.586
3 P 0.789
4 O -0.842
5 O -0.233
6 O -0.296
7 P 0.754
8 O -0.231
9 O -0.856
10 O -0.082
11 H 0.453
12 H 0.255
13 Br -0.004
14 C 0.150
15 C -0.765
16 C -0.458
17 C -0.688
18 C 0.552
19 N 0.313
20 C 0.402
21 O -0.527
22 O -0.533
23 H 0.435
24 H 0.425
25 H 0.512
26 N -0.610
27 C -0.848
28 C -0.358
29 N -0.241
30 H 0.229
31 H 0.501
32 H 0.218
33 H 0.344
34 H 0.364
35 H 0.286
36 H 0.184
37 H 0.269
38 H 0.242
39 C -0.863
40 O -0.072
41 H 0.086
42 H 0.295
43 H 0.236
44 C -1.264
45 As 1.122
46 C -1.212
47 C -1.034
48 S -0.603
49 H 0.482
50 H 0.284
51 H 0.333
52 H 0.413
53 H 0.359
54 H 0.377
55 H 0.496
56 H 0.202
57 H 0.315



4.
Computed, not measured: C14H14N2O3S in the gas phase at a distorted geometry, with ωB97M-V/def2-TZVPD.

F_max in Eh/bohr: 0.3301
Total energy in eV: -34690.709
LUMO in eV: -0.98
Gap between HOMO and LUMO in eV: 8.1
ΔE to the lowest compared entry with this formula, charge and spin in kJ/mol: 1329.6
HOMO in hartree: -0.33304

ORCA input file:
```
! RIJCOSX wB97M-V def2-TZVPD def2/J DEFGRID3
* xyz 0 1
O 2.5124 1.8112 0.0659
C 1.7240 0.9408 0.2266
C 0.2860 1.0733 0.3789
C -0.6463 0.6795 -0.2645
C -1.8264 1.3016 0.1271
C -3.1037 0.9373 -0.2912
C -4.2671 1.5529 0.3343
N -5.5830 1.5453 -0.1009
O -6.5091 1.9925 0.3361
O -5.6199 1.0502 -1.3251
C -4.0406 2.1555 1.6904
C -2.8192 2.4694 1.8438
C -1.8037 1.9309 1.4279
S -0.0061 2.0827 2.0378
N 2.1436 -0.3812 0.1546
C 1.4966 -1.5156 0.4709
C 1.5687 -2.4367 -0.6996
C 3.0207 -2.8338 -1.0218
C 3.7543 -1.4550 -1.5372
C 3.7461 -0.6383 -0.2510
H -0.4886 0.3828 -1.2050
H -3.3737 0.6198 -1.2936
H -4.8582 2.6453 2.1955
H -2.7330 2.8560 2.9603
H 2.0643 -1.9041 1.2776
H 0.5675 -1.3211 0.8713
H 1.0507 -1.9841 -1.4799
H 0.9405 -3.2614 -0.4366
H 3.3441 -3.4779 -0.4743
H 2.9341 -3.2869 -2.2338
H 3.3749 -0.9745 -2.3989
H 4.8116 -1.5361 -1.6515
H 4.1600 -1.1445 0.6904
H 4.1784 0.1240 -0.4243
*
```

Mulliken analysis output, partial charges in e:
1 O -0.617
2 C 0.183
3 C 0.582
4 C -0.663
5 C 0.308
6 C -0.625
7 C 0.162
8 N 0.950
9 O -0.582
10 O -0.642
11 C -0.748
12 C 0.177
13 C -0.023
14 S -0.197
15 N -0.033
16 C -1.077
17 C -0.651
18 C -1.114
19 C -0.580
20 C -1.058
21 H 0.663
22 H 0.429
23 H 0.435
24 H 0.168
25 H 0.406
26 H 0.680
27 H 0.334
28 H 0.471
29 H 0.767
30 H 0.215
31 H 0.341
32 H 0.375
33 H 0.279
34 H 0.687



5.
Computed, not measured: C15H20ClF5N2Sn as an isolated structure at a distorted geometry, with ωB97M-V/def2-TZVPD.

F_max in Eh/bohr: 0.0987
Total energy in eV: -50780.307
LUMO in eV: -11.52
Gap between HOMO and LUMO in eV: 4.0
HOMO in hartree: -0.57010

ORCA input file:
```
! RIJCOSX wB97M-V def2-TZVPD def2/J DEFGRID3
* xyz 2 1
C 2.7057 0.3394 2.1417
C 1.1866 0.7432 2.0769
C 0.8341 0.8802 0.5597
C -0.5744 1.4511 0.2732
C -0.8158 2.6766 1.1505
N -0.8515 3.5038 1.9095
C -0.7770 1.9689 -1.2052
C 0.3573 2.9289 -1.7047
C 1.0898 2.2865 -2.9166
Cl 2.6798 1.5705 -2.4602
C -1.7653 0.4738 0.5959
C -2.0162 0.6151 2.1162
N -2.3035 0.6511 3.2333
C -1.5350 -1.0561 0.3410
C -1.1309 -1.4205 -1.1135
C -0.9668 -2.9492 -1.3625
C -0.1813 -3.7069 -0.2862
F 0.0129 -4.9537 -0.7731
F -0.9113 -3.8845 0.8433
C 1.2497 -3.1368 0.0405
F 1.7273 -2.3298 -0.8887
F 1.2416 -2.5855 1.2644
F 2.0901 -4.1568 0.1198
H 2.8682 -0.7358 1.9811
H 3.0483 0.5568 3.1714
H 3.3238 0.9628 1.4747
H 1.1204 1.6983 2.6257
H 0.5971 -0.0490 2.5835
H 1.6306 1.5057 0.1213
H 0.9971 -0.1220 0.1241
H -0.9614 1.1596 -1.9268
H -1.7120 2.5733 -1.1798
H 1.0457 3.2308 -0.8976
H -0.1138 3.8565 -2.0750
H 1.2969 3.0723 -3.6635
H 0.4881 1.5325 -3.4496
H -2.6838 0.8655 0.0820
H -2.5126 -1.5545 0.5259
H -0.8542 -1.4416 1.1189
H -1.9404 -1.0506 -1.7762
H -0.2146 -0.9116 -1.4587
H -0.5541 -3.1605 -2.3636
H -1.9862 -3.3849 -1.3783
Sn -4.2290 1.4870 2.4054
*
```

Mulliken analysis output, partial charges in e:
1 C -1.334
2 C -0.289
3 C -0.959
4 C 1.885
5 C -0.592
6 N -0.497
7 C -1.019
8 C -0.806
9 C -0.679
10 Cl -0.170
11 C 0.145
12 C 0.145
13 N -0.576
14 C -1.267
15 C -0.628
16 C -1.298
17 C 0.780
18 F -0.319
19 F -0.278
20 C 0.777
21 F -0.262
22 F -0.251
23 F -0.274
24 H 0.283
25 H 0.415
26 H 0.346
27 H 0.493
28 H 0.143
29 H 0.768
30 H -0.104
31 H 0.356
32 H 0.585
33 H 0.510
34 H 0.422
35 H 0.427
36 H 0.326
37 H 0.899
38 H 0.593
39 H 0.359
40 H 0.507
41 H 0.280
42 H 0.379
43 H 0.430
44 Sn 1.348



6.
Computed, not measured: a 2-piece molecular cluster, C7H7F3N2O2S overall at a distorted geometry, with ωB97M-V/def2-TZVPD.

F_max in Eh/bohr: 0.1119
Total energy in eV: -33431.143
LUMO (spin up / spin down) in eV: -1.56 / -1.50
Gap between HOMO and LUMO (spin up / spin down) in eV: 7.4 / 7.5
ΔE to the lowest compared entry with this formula, charge and spin in kJ/mol: 309.7
HOMO (spin up / spin down) in hartree: -0.33060 / -0.33059

ORCA input file:
```
! RIJCOSX wB97M-V def2-TZVPD def2/J DEFGRID3
* xyz 0 1
C -1.2793 1.7576 0.3447
C 1.0350 1.8726 -0.2164
C 0.2056 0.5611 1.8166
C 0.6296 -1.2747 -0.1056
C -0.1107 0.9231 0.3309
C 1.7549 -1.6379 -1.0589
C -2.3720 -0.8597 -0.3090
N -2.2130 2.3975 0.5194
N -0.1227 -0.1744 -0.5002
O 1.0558 1.9695 -1.5181
O 1.7465 2.4309 0.5669
F -3.0262 -0.1978 -1.1781
F -2.6958 -0.4547 0.9004
F -2.2932 -2.2180 -0.4247
S 1.2791 -0.9059 1.6561
H 0.6659 1.4565 2.4584
H -0.6237 0.3554 2.5266
H 0.0046 -2.1856 0.0902
H 1.4351 -2.0111 -2.0130
H 2.3113 -2.3584 -0.5759
H 2.2848 -0.7973 -1.3698
H 0.3284 1.3513 -1.9405
*
```

Mulliken analysis output, partial charges in e:
1 C -0.395
2 C 0.290
3 C -0.709
4 C 0.069
5 C 1.783
6 C -1.536
7 C 0.667
8 N -0.518
9 N -0.685
10 O -0.483
11 O -0.537
12 F -0.147
13 F -0.140
14 F -0.191
15 S -0.202
16 H 0.383
17 H 0.380
18 H 0.299
19 H 0.375
20 H 0.461
21 H 0.381
22 H 0.456